# 1
C5H7NO2 | ωB97M-V with the def2-TZVPD basis set

Summary:
LUMO: -0.0512 Ha
HOMO: -9.07 eV
Frontier orbital gap: 0.2821 Ha
Energy relative to the best compared isomer or geometry (same formula, charge and spin): 134.0 kcal per mole

```
! RIJCOSX wB97M-V def2-TZVPD def2/J DEFGRID3
* xyz 0 1
C -0.613 0.131 -1.165
C 0.979 1.586 -0.125
N 0.738 0.289 -0.715
C -1.164 -0.473 0.208
O -1.765 -1.693 -0.097
C 0.668 -0.838 0.561
C 1.474 -1.475 1.212
O -1.668 0.299 1.041
H -2.186 -2.003 0.719
H -0.663 -0.631 -1.941
H -1.132 1.060 -1.396
H 0.211 1.844 0.621
H 1.965 1.604 0.335
H 0.904 2.326 -0.929
H 2.253 -2.024 1.672
*
```

Results of the natural (NBO) charge analysis, in e, for atoms 1 through 8: C -0.319; C -0.438; N -0.288; C 0.703; O -0.692; C -0.036; C -0.106; O -0.616

---

# 2
C46H54As2N7O4SSi2TeTi | ωB97M-V with the def2-TZVPD basis set

Summary:
LUMO (spin up / spin down): -0.0383 / -0.1416 Ha
HOMO (spin up / spin down): -8.24 / -8.24 eV
Frontier orbital gap (spin up / spin down): 0.2643 / 0.1611 Ha
<S²>: 0.7536
Energy relative to the best compared isomer or geometry (same formula, charge and spin): 0.0 kcal per mole

```
! RIJCOSX wB97M-V def2-TZVPD def2/J DEFGRID3
* xyz 0 2
Ti 0.342 0.139 2.157
N -0.346 -0.896 0.720
N 0.150 -1.562 3.363
C -0.952 -1.227 3.996
N -1.525 -1.974 4.951
S -1.630 0.312 3.561
H -0.609 -0.480 -0.167
H -0.734 -1.826 0.811
H 0.566 -2.450 3.613
H -0.917 -2.601 5.468
H -2.270 -1.549 5.478
O 7.184 1.198 1.042
C 6.711 0.071 1.199
O 7.203 -1.074 1.164
C 5.195 0.043 1.503
C 4.623 -0.957 2.289
C 3.251 -1.023 2.419
N 2.434 -0.172 1.775
C 2.988 0.828 1.068
C 4.346 0.978 0.916
C 1.953 1.697 0.402
O 2.160 2.361 -0.581
O 0.768 1.520 0.962
H 5.263 -1.685 2.769
H 2.775 -1.783 3.026
H 4.763 1.800 0.347
C -2.388 1.961 -0.796
C -3.172 0.751 -1.292
As -3.669 -0.448 0.215
C -5.613 -0.416 0.027
C -6.284 -0.855 -1.111
C -7.667 -0.779 -1.184
C -8.391 -0.258 -0.119
C -7.730 0.183 1.017
C -6.345 0.101 1.091
C -3.276 -2.186 -0.610
C -3.141 -2.422 -1.977
C -2.803 -3.684 -2.452
C -2.595 -4.731 -1.565
C -2.730 -4.512 -0.201
C -3.063 -3.248 0.269
As -3.305 3.011 0.625
C -1.701 3.864 1.333
C -1.461 3.774 2.700
C -0.279 4.263 3.246
C 0.663 4.860 2.422
C 0.422 4.972 1.057
C -0.753 4.475 0.516
C -3.957 4.481 -0.482
C -4.100 5.744 0.086
C -4.622 6.797 -0.652
C -5.018 6.597 -1.967
C -4.886 5.340 -2.540
C -4.356 4.289 -1.801
H -2.130 2.635 -1.615
H -1.448 1.648 -0.335
H -2.560 0.185 -1.997
H -4.086 1.042 -1.813
H -5.729 -1.270 -1.945
H -8.182 -1.125 -2.071
H -9.470 -0.196 -0.176
H -8.291 0.594 1.847
H -5.828 0.455 1.975
H -3.308 -1.624 -2.690
H -2.712 -3.849 -3.519
H -2.339 -5.716 -1.935
H -2.579 -5.324 0.499
H -3.158 -3.084 1.338
H -2.199 3.312 3.347
H -0.095 4.168 4.308
H 1.586 5.241 2.841
H 1.159 5.436 0.414
H -0.929 4.563 -0.550
H -3.790 5.915 1.111
H -4.718 7.775 -0.197
H -5.426 7.417 -2.543
H -5.195 5.175 -3.564
H -4.265 3.314 -2.265
C 1.712 -1.624 -4.710
Si 1.775 -0.129 -3.587
C 0.113 0.133 -2.772
C 2.389 1.380 -4.484
C 3.047 -0.475 -2.194
Te 2.475 -2.111 -1.031
C 3.564 -3.603 -2.015
Si 5.331 -3.844 -1.271
C 6.239 -2.270 -1.594
C 5.140 -4.231 0.548
C 6.059 -5.296 -2.190
H 0.938 -1.474 -5.468
H 1.454 -2.545 -4.179
H 2.655 -1.787 -5.236
H -0.585 0.557 -3.500
H 0.172 0.827 -1.928
H -0.321 -0.814 -2.433
H 1.719 1.623 -5.312
H 3.389 1.225 -4.893
H 2.425 2.242 -3.814
H 3.055 0.396 -1.534
H 4.055 -0.665 -2.564
H 3.662 -3.302 -3.061
H 2.967 -4.515 -1.951
H 5.736 -1.375 -1.217
H 6.423 -2.131 -2.665
H 7.205 -2.236 -1.086
H 4.407 -3.596 1.054
H 6.095 -4.067 1.053
H 4.849 -5.272 0.708
H 6.093 -5.115 -3.267
H 5.496 -6.214 -2.013
H 7.084 -5.461 -1.851
N 1.302 1.033 3.969
C 1.894 0.488 4.809
C 2.506 -0.292 5.776
C 1.770 -1.420 6.207
N 1.130 -2.343 6.481
C 3.852 -0.080 6.168
N 4.948 0.088 6.481
*
```

Results of the Löwdin charge analysis, in e, for atoms 1 through 8: Ti 0.823; N -0.115; N -0.061; C -0.922; N 0.118; S 0.647; H -0.029; H 0.001

---

# 3
C32H35Cl6N2O3 | ωB97M-V with the def2-TZVPD basis set

Summary:
LUMO: -0.1929 Ha
HOMO: -9.86 eV
Frontier orbital gap: 0.1695 Ha
Energy relative to the best compared isomer or geometry (same formula, charge and spin): 0.0 kcal per mole

```
! RIJCOSX wB97M-V def2-TZVPD def2/J DEFGRID3
* xyz 1 1
C -6.371 0.184 -3.875
N -5.206 -0.282 -3.048
C -5.380 -0.975 -1.932
C -4.264 -1.320 -1.151
C -2.942 -1.045 -1.557
C -2.836 -0.318 -2.732
C -3.958 0.199 -3.422
C -1.759 -1.583 -0.782
C -0.589 -2.109 -1.423
C 0.401 -2.620 -0.638
N 0.400 -2.421 0.671
C -0.587 -1.792 1.283
C -1.767 -1.436 0.599
C 1.472 -3.052 1.584
H -6.218 -0.037 -4.931
H -6.284 1.270 -3.872
H -7.333 -0.249 -3.599
H -6.397 -1.277 -1.730
H -4.408 -1.810 -0.199
H -1.851 -0.088 -3.111
H -3.838 0.662 -4.391
H -0.492 -2.101 -2.499
H 1.262 -3.140 -1.033
H -0.514 -1.756 2.360
H -2.519 -0.946 1.198
H 0.872 -3.448 2.403
H 2.144 -2.228 1.826
H 1.948 -3.866 1.037
O 1.253 -0.418 3.176
H 1.067 0.437 3.611
Cl -0.383 0.822 6.522
C -0.305 1.937 5.199
C -1.297 1.351 4.147
Cl -2.940 1.714 4.573
H 0.737 1.952 4.878
H -0.603 2.940 5.502
H -1.193 0.278 3.985
H -1.132 1.763 3.152
Cl 5.025 2.433 2.320
C 3.587 2.206 3.287
C 3.675 1.174 4.377
Cl 4.923 1.640 5.543
H 2.827 1.807 2.616
H 3.203 3.180 3.594
H 3.991 0.279 3.841
H 2.732 0.895 4.846
Cl -0.371 -4.217 5.071
C 0.169 -2.549 5.612
C 1.722 -2.423 5.435
Cl 2.474 -3.431 6.656
H -0.120 -2.453 6.659
H -0.412 -1.816 5.052
H 1.993 -1.412 5.738
H 2.103 -2.722 4.458
C -0.585 2.185 -6.692
C 0.643 1.837 -7.243
C 1.757 1.625 -6.478
C 1.621 1.597 -5.069
C 0.364 1.834 -4.487
C -0.788 2.180 -5.296
C 0.178 1.898 -2.965
O -0.856 2.283 -2.417
C 1.259 1.293 -2.159
C 1.070 0.988 -0.821
C 2.096 0.376 -0.045
C 3.349 0.179 -0.620
C 3.612 0.453 -1.961
C 2.529 1.030 -2.694
C 2.811 1.361 -4.181
O 3.960 1.277 -4.591
H -1.314 2.513 -7.418
H 0.700 1.793 -8.320
H 2.743 1.365 -6.834
H -1.759 2.406 -4.882
H 0.145 1.320 -0.374
H 1.973 0.218 1.017
H 4.155 -0.212 -0.016
H 4.624 0.416 -2.337
*
```

Results of the Löwdin charge analysis, in e, for atoms 1 through 8: C 0.042; N -0.084; C 0.014; C 0.064; C -0.105; C 0.051; C 0.063; C -0.109

---

- Which formula does entry 1 have?
  C5H7NO2